w | {
  "formula": "C5H9N2S",
  "method": "the ωB97M-V functional and the def2-TZVPD basis",
  "homo_energy_ha": [-0.489, -0.489],
  "molar_mass_da": 129.2,
  "charge": 1,
  "orbital_gap_ev": [8.55, 8.63],
  "symbols": ["C", "C", "C", "C", "C", "N", "N", "S", "H", "H", "H", "H", "H", "H", "H", "H", "H"],
  "positions_angstrom": [[-0.0894, 0.8963, -0.9203], [-0.0577, -0.6414, -1.2766], [0.5966, -0.2802, 1.7377], [0.1750, -1.5774, 1.2943], [0.0259, 1.9301, -2.0057], [0.1765, 1.2687, 0.2187], [-0.6255, -0.7104, 2.3326], [-0.7882, -1.8703, -0.1944], [-0.5155, -0.7455, -2.2326], [1.0156, -0.7256, -1.4688], [1.4862, 0.0150, 2.3646], [0.5060, -2.6546, 1.7432], [0.9787, 2.5567, -1.7330], [-0.8438, 2.4890, -2.1198], [0.0763, 1.3676, -2.9265], [-0.5724, -1.0171, 3.2579], [-1.5441, -0.3009, 1.9288]]
}

***

x | {
  "formula": "C5H9N2S",
  "method": "the ωB97M-V functional and the def2-TZVPD basis",
  "homo_energy_ha": -0.470,
  "molar_mass_da": 129.2,
  "charge": 1,
  "orbital_gap_ev": 8.76,
  "symbols": ["C", "C", "C", "C", "C", "N", "N", "S", "H", "H", "H", "H", "H", "H", "H", "H", "H"],
  "positions_angstrom": [[-0.7666, 0.0936, 1.5212], [-1.7416, -0.0751, 0.5577], [-0.5314, 0.8731, -1.3305], [0.5921, 0.4253, -0.4898], [2.1436, -1.4274, -0.0261], [1.1834, -0.6165, -0.7172], [-1.7374, 0.5387, -0.6224], [0.6914, 1.1396, 1.3016], [-0.7381, -0.5534, 2.4084], [-2.7019, -0.4716, 0.9256], [-0.4103, 1.9908, -1.3207], [-0.3788, 0.2092, -2.2826], [1.9052, -1.2354, 1.1058], [1.8962, -2.3724, -0.3532], [3.0824, -0.9807, -0.3010], [-2.5980, 0.2339, -1.2056], [0.1097, 2.2283, 0.8288]]
}

***

How far above the most stable structure does each one sit? In kJ/mol: w 159.3; x 0.0.

***

w | {
  "formula": "C7H12NO",
  "method": "the ωB97M-V functional and the def2-TZVPD basis",
  "homo_energy_ha": -0.499,
  "molar_mass_da": 126.2,
  "charge": 1,
  "smiles": "C[C@H]1C[NH2+][C@@]23O[C@H]2[C@@H]3C1",
  "orbital_gap_ev": 10.01,
  "symbols": ["C", "C", "C", "C", "C", "C", "C", "N", "O", "H", "H", "H", "H", "H", "H", "H", "H", "H", "H", "H", "H"],
  "positions_angstrom": [[0.1767, 1.2120, 0.3647], [0.3958, -1.2674, 0.3864], [-1.3731, 1.0466, 0.4667], [0.8683, 0.0310, -0.3322], [-2.1976, 0.7085, -0.7006], [-1.7743, -0.4111, 0.2481], [2.3646, 0.2450, -0.3065], [-0.9624, -1.4913, -0.0968], [-3.2013, -0.0995, -0.0078], [0.3777, 2.1798, -0.0523], [0.4447, 1.5790, 1.3986], [1.1738, -2.0473, 0.2118], [0.4971, -1.0425, 1.5213], [-1.7544, 1.6041, 1.2967], [0.5787, -0.1352, -1.4753], [-2.1209, 0.8967, -1.7170], [2.7648, 0.4673, 0.7155], [2.8458, 1.1896, -0.7471], [3.0852, -0.6384, -0.6725], [-0.8965, -1.6734, -1.0682], [-1.2927, -2.3536, 0.5665]]
}

***

x | {
  "formula": "C7H12NO",
  "method": "the ωB97M-V functional and the def2-TZVPD basis",
  "homo_energy_ha": -0.512,
  "molar_mass_da": 126.2,
  "charge": 1,
  "orbital_gap_ev": 10.14,
  "symbols": ["C", "C", "C", "C", "C", "C", "C", "N", "O", "H", "H", "H", "H", "H", "H", "H", "H", "H", "H", "H", "H"],
  "positions_angstrom": [[1.7589, 2.2007, -0.2063], [1.6070, 1.0326, 0.0601], [-0.4885, -0.2120, -1.4954], [-1.3464, 0.0070, -0.2431], [0.8372, -0.9380, 0.0583], [-1.7969, 1.4062, 0.0977], [1.7088, -1.9248, 0.7567], [-0.4257, -0.5800, 0.8323], [0.4924, -1.1924, -1.2056], [1.6384, 3.2416, -0.1660], [-1.0277, -0.5222, -2.4137], [0.0750, 0.8024, -1.7778], [-2.1805, -0.6297, -0.3457], [-2.8616, 1.4691, 0.3397], [-1.5836, 2.0067, -0.7920], [-1.1166, 1.7118, 0.9341], [2.5912, -2.1353, 0.1714], [1.3765, -2.9791, 0.7602], [1.6436, -1.6405, 1.8530], [-0.2590, 0.2714, 1.3811], [-0.6426, -1.3954, 1.4011]]
}

***

How far above the most stable structure does each one sit? In kJ/mol: w 6.1; x 0.0.

***

w | {
  "formula": "C5H10N2",
  "method": "the ωB97M-V functional and the def2-TZVPD basis",
  "homo_energy_ha": -0.677,
  "molar_mass_da": 98.1,
  "charge": 2,
  "orbital_gap_ev": 10.61,
  "symbols": ["C", "C", "C", "C", "C", "N", "N", "H", "H", "H", "H", "H", "H", "H", "H", "H", "H"],
  "positions_angstrom": [[0.4183, 0.0843, -0.1684], [-3.8805, 0.4046, 0.0167], [0.2214, -1.1608, -0.5087], [0.7616, 1.2853, 0.2038], [0.6239, -2.3112, 0.3402], [-2.7465, 0.3471, 0.0112], [2.0609, 1.8954, -0.1536], [-4.9558, 0.4765, 0.0211], [1.0859, -1.9963, 1.2697], [-0.2619, -1.4088, -1.4484], [0.1536, 1.9301, 0.8168], [-0.2367, -2.9452, 0.5610], [-1.7205, 0.1721, -0.0267], [1.3265, -2.9265, -0.2240], [1.9240, 2.8078, -0.6184], [2.5972, 1.2818, -0.7863], [2.6284, 2.0638, 0.6939]]
}

***

x | {
  "formula": "C5H10N2",
  "method": "the ωB97M-V functional and the def2-TZVPD basis",
  "homo_energy_ha": -0.775,
  "molar_mass_da": 98.1,
  "charge": 2,
  "orbital_gap_ev": 10.25,
  "symbols": ["C", "C", "C", "C", "C", "N", "N", "H", "H", "H", "H", "H", "H", "H", "H", "H", "H"],
  "positions_angstrom": [[-0.1203, 1.4453, 0.5263], [0.0891, -0.6785, 0.2088], [0.0729, 1.1918, -0.8771], [-0.0466, 0.1694, 2.5953], [0.1176, -1.0252, -2.2455], [-0.0626, 0.3036, 1.1538], [0.1373, -0.2321, -1.0131], [-0.3664, 2.4390, 0.8821], [0.3388, -2.3087, 0.5364], [-0.5721, 1.5532, -1.5865], [1.1137, 1.3768, -1.2629], [0.4782, 0.9892, 3.0100], [0.4578, -0.8059, 2.8514], [-0.9328, 0.2174, 3.2130], [-0.4536, -0.5846, -3.0786], [-0.5070, -1.9474, -1.9807], [1.1716, -1.2639, -2.6669]]
}

***

y | {
  "formula": "C5H10N2",
  "method": "the ωB97M-V functional and the def2-TZVPD basis",
  "homo_energy_ha": [-0.721, -0.721],
  "molar_mass_da": 98.1,
  "charge": 2,
  "orbital_gap_ev": [8.21, 8.20],
  "symbols": ["C", "C", "C", "C", "C", "N", "N", "H", "H", "H", "H", "H", "H", "H", "H", "H", "H"],
  "positions_angstrom": [[2.3832, -0.9869, -0.8627], [-0.9079, -1.4140, 1.1735], [0.8573, 0.6813, 0.0867], [0.6345, 2.0706, 0.1058], [-1.8807, 0.1223, -0.4802], [1.6138, -0.1881, -0.3149], [-0.9561, -0.5368, 0.2820], [2.3503, -1.1919, -2.0250], [3.1189, -1.6068, -0.3548], [-1.6965, -2.1106, 1.4369], [-0.0408, -1.5685, 1.8465], [1.4726, 2.6328, -0.3390], [-0.1666, 2.4918, -0.6102], [0.3384, 2.4142, 1.0939], [-1.4744, 0.4472, -1.4808], [-2.4189, 1.0275, 0.0030], [-2.6754, -0.5261, -0.8134]]
}

***

How far above the most stable structure does each one sit? In kJ/mol: w 0.0; x 209.7; y 277.8.

***

w | {
  "formula": "C2H4N2O3",
  "method": "the ωB97M-V functional and the def2-TZVPD basis",
  "homo_energy_ha": -0.305,
  "molar_mass_da": 104.1,
  "charge": 0,
  "smiles": "N/N=C/O.O=C=O",
  "orbital_gap_ev": 9.05,
  "symbols": ["C", "C", "N", "N", "O", "O", "O", "H", "H", "H", "H"],
  "positions_angstrom": [[1.3013, 0.5288, -1.9733], [-0.9733, 0.3687, 0.9732], [-0.0859, -0.2753, 0.2497], [0.4699, -1.3513, 0.8265], [0.7681, 1.5021, -2.2024], [1.7141, -0.5159, -1.7768], [-1.3191, 1.6028, 0.5799], [-1.6472, -0.0118, 1.7436], [-0.0450, -1.6590, 1.6261], [0.5564, -2.0610, 0.1300], [-0.7394, 1.8719, -0.1764]]
}

***

x | {
  "formula": "C2H4N2O3",
  "method": "the ωB97M-V functional and the def2-TZVPD basis",
  "homo_energy_ha": -0.389,
  "molar_mass_da": 104.1,
  "charge": 0,
  "orbital_gap_ev": 10.70,
  "symbols": ["N", "C", "C", "N", "O", "O", "O", "H", "H", "H", "H"],
  "positions_angstrom": [[-0.2655, 0.6002, -0.0001], [-1.6722, 0.6789, 0.0002], [0.4343, -0.5350, 0.0000], [1.8279, 0.1179, -0.0004], [-2.3316, -0.5024, 0.0006], [-2.2497, 1.7282, 0.0001], [0.2093, -1.7227, 0.0004], [-1.7153, -1.2579, 0.0007], [1.0202, 1.0909, -0.0005], [2.3711, -0.0993, -0.8329], [2.3714, -0.0989, 0.8319]]
}

***

y | {
  "formula": "C2H4N2O3",
  "method": "the ωB97M-V functional and the def2-TZVPD basis",
  "homo_energy_ha": -0.370,
  "molar_mass_da": 104.1,
  "charge": 0,
  "smiles": "O=CNC(=O)NO",
  "orbital_gap_ev": 10.09,
  "symbols": ["C", "C", "H", "H", "H", "H", "N", "N", "O", "O", "O"],
  "positions_angstrom": [[-1.1366, 0.2290, 0.4616], [1.4113, 0.6646, -0.2843], [0.5206, -1.1602, -0.9938], [-2.0094, -1.5299, 0.0018], [0.1989, 1.9431, 0.8119], [2.3570, 1.1204, 0.2963], [-1.1417, -0.9061, -0.3132], [0.1378, 0.9805, 0.3632], [0.0142, -1.8646, -0.3293], [-1.9820, 0.7689, 1.1275], [1.6297, -0.2459, -1.1417]]
}

***

How far above the most stable structure does each one sit? In kJ/mol: w 22.1; x 0.0; y 207.0.

***

w | {
  "formula": "C8H14O2",
  "method": "the ωB97M-V functional and the def2-TZVPD basis",
  "homo_energy_ha": -0.314,
  "molar_mass_da": 142.2,
  "charge": 0,
  "orbital_gap_ev": 9.09,
  "symbols": ["C", "C", "C", "C", "C", "C", "C", "O", "C", "H", "H", "H", "H", "H", "H", "H", "H", "H", "H", "H", "H", "O", "H", "H"],
  "positions_angstrom": [[-2.7139, -1.3688, -0.9996], [-2.0279, -2.4108, -0.1561], [-1.7219, -0.9527, 0.0514], [-0.3853, -0.3995, -0.3512], [-0.2080, 1.1331, -0.4320], [1.2203, 0.9686, 0.1630], [2.2268, 1.7632, -0.6188], [3.4163, 1.8889, -0.0567], [0.7698, -0.4143, 0.6762], [-2.4078, -1.2809, -2.0442], [-3.7716, -1.1737, -0.8183], [-2.6129, -2.9257, 0.6071], [-1.2572, -3.0243, -0.6275], [-2.1397, -0.5019, 0.9572], [-0.0610, -0.8717, -1.2916], [-0.3666, 1.5986, -1.4141], [-0.8603, 1.6552, 0.2834], [2.0345, 0.4151, -0.9429], [1.8266, 2.7521, -0.9257], [0.3625, -0.3750, 1.6971], [1.5203, -1.2122, 0.6038], [1.9911, 1.7427, 1.8955], [3.1692, 1.9351, 1.1751], [1.9968, 1.0588, 2.5689]]
}

***

x | {
  "formula": "C8H14O2",
  "method": "the ωB97M-V functional and the def2-TZVPD basis",
  "homo_energy_ha": -0.339,
  "molar_mass_da": 142.2,
  "charge": 0,
  "smiles": "C=C(CC(=O)O)C(C)(C)C",
  "orbital_gap_ev": 9.94,
  "symbols": ["C", "C", "C", "C", "C", "C", "C", "C", "O", "O", "H", "H", "H", "H", "H", "H", "H", "H", "H", "H", "H", "H", "H", "H"],
  "positions_angstrom": [[0.8176, 0.2371, 0.2645], [-0.6218, 1.0992, -1.5833], [2.0544, 0.8620, -0.3977], [1.2278, -1.0925, 0.8997], [0.2871, 1.1655, 1.3673], [-2.0172, -1.1187, 0.1224], [-0.3108, 0.0761, -0.7902], [-0.9344, -1.2710, -1.0122], [-3.1072, -0.4481, -0.2774], [-1.9616, -1.6840, 1.1829], [-3.7769, -0.4527, 0.4292], [-1.2517, 0.9731, -2.4487], [-0.2758, 2.1074, -1.4318], [1.0507, 1.3240, 2.1247], [2.3184, 0.3134, -1.3000], [1.8850, 1.9022, -0.6586], [2.9013, 0.8253, 0.2861], [0.3871, -1.5662, 1.3984], [2.0049, -0.9068, 1.6390], [1.6347, -1.7732, 0.1548], [-0.5822, 0.7242, 1.8461], [-0.0015, 2.1298, 0.9597], [-1.4362, -1.3072, -1.9781], [-0.2917, -2.1188, -0.7972]]
}

***

How far above the most stable structure does each one sit? In kJ/mol: w 639.8; x 0.0.